{"formula": "C72H71F8N6O5", "method": "ωB97M-V/def2-TZVPD", "elements": ["C", "C", "O", "C", "C", "O", "C", "N", "C", "C", "C", "O", "N", "C", "C", "C", "C", "C", "C", "C", "N", "C", "C", "C", "C", "C", "N", "C", "N", "C", "C", "C", "O", "O", "N", "H", "H", "H", "H", "H", "H", "H", "H", "H", "H", "H", "H", "H", "H", "H", "H", "H", "H", "H", "H", "H", "H", "H", "H", "H", "H", "H", "H", "H", "H", "H", "F", "C", "C", "C", "C", "C", "C", "H", "H", "H", "H", "H", "F", "C", "C", "C", "C", "C", "C", "H", "H", "H", "H", "H", "F", "C", "C", "C", "C", "C", "C", "H", "H", "H", "H", "H", "F", "C", "C", "C", "C", "C", "C", "H", "H", "H", "H", "H", "F", "C", "C", "C", "C", "C", "C", "H", "H", "H", "H", "H", "F", "C", "C", "C", "C", "C", "C", "H", "H", "H", "H", "H", "F", "C", "C", "C", "C", "C", "C", "H", "H", "H", "H", "H", "F", "C", "C", "C", "C", "C", "C", "H", "H", "H", "H", "H"], "xyz": [[-4.608, -3.847, -1.592], [-4.381, -3.510, -3.133], [-4.951, -2.236, -3.477], [-4.125, -1.173, -3.014], [-3.253, -0.647, -4.232], [-3.144, 0.788, -4.301], [-2.336, 1.310, -3.281], [-0.898, 1.448, -3.678], [-0.456, 1.622, -5.069], [-0.562, 0.325, -5.948], [0.169, -0.905, -5.331], [0.334, -1.101, -4.144], [0.654, -1.932, -6.247], [1.678, -2.696, -5.525], [3.059, -2.200, -5.474], [4.102, -2.956, -4.782], [3.811, -4.209, -4.101], [2.431, -4.711, -4.128], [1.396, -3.941, -4.829], [-0.015, 1.450, -2.693], [1.374, 1.609, -2.852], [1.921, 1.589, -1.594], [3.435, 1.787, -1.479], [4.144, 1.469, -0.231], [5.578, 1.689, -0.356], [6.124, 2.169, -1.602], [5.504, 2.519, -2.772], [4.170, 2.293, -2.612], [0.959, 1.383, -0.615], [1.158, 1.262, 0.831], [1.495, -0.277, 1.134], [0.213, -1.069, 1.594], [-0.472, -0.696, 2.507], [-0.166, -2.264, 0.997], [-0.191, 1.323, -1.337], [-5.269, -4.740, -1.485], [-5.148, -2.973, -1.127], [-3.630, -3.991, -1.064], [-4.950, -4.293, -3.708], [-3.309, -3.610, -3.455], [-3.385, -1.516, -2.228], [-4.703, -0.340, -2.519], [-3.799, -0.967, -5.166], [-2.266, -1.185, -4.261], [-2.459, 0.797, -2.291], [-2.688, 2.373, -3.116], [-1.151, 2.382, -5.533], [0.570, 2.039, -5.183], [-0.042, 0.557, -6.925], [-1.610, 0.050, -6.247], [1.054, -1.492, -7.078], [3.306, -1.234, -5.980], [5.126, -2.512, -4.810], [4.621, -4.781, -3.592], [2.145, -5.661, -3.619], [0.371, -4.374, -4.815], [3.703, 1.087, 0.709], [6.252, 1.484, 0.508], [7.242, 2.279, -1.632], [3.550, 2.545, -3.514], [1.948, 1.932, 1.241], [0.221, 1.491, 1.417], [1.812, -0.744, 0.155], [2.354, -0.398, 1.838], [0.154, -2.312, 0.077], [-1.070, 1.200, -0.831], [-4.624, 1.721, -0.786], [-5.897, 2.182, -0.750], [-6.165, 3.377, -0.110], [-7.469, 3.852, -0.076], [-8.489, 3.120, -0.674], [-8.205, 1.918, -1.310], [-6.900, 1.448, -1.353], [-5.357, 3.928, 0.357], [-7.690, 4.792, 0.416], [-9.508, 3.489, -0.643], [-9.001, 1.346, -1.772], [-6.659, 0.517, -1.851], [7.932, 1.634, 1.471], [7.939, 1.958, 2.783], [8.187, 0.973, 3.721], [8.199, 1.307, 5.069], [7.954, 2.618, 5.463], [7.701, 3.596, 4.509], [7.699, 3.266, 3.159], [8.369, -0.044, 3.396], [8.400, 0.545, 5.813], [7.960, 2.875, 6.515], [7.506, 4.617, 4.816], [7.514, 4.017, 2.401], [-5.270, 7.404, 2.280], [-3.980, 7.074, 2.113], [-3.047, 7.487, 3.047], [-1.713, 7.141, 2.875], [-1.326, 6.396, 1.766], [-2.273, 5.992, 0.832], [-3.609, 6.328, 1.009], [-3.366, 8.074, 3.899], [-0.975, 7.453, 3.604], [-0.284, 6.131, 1.630], [-1.971, 5.415, -0.034], [-4.362, 6.015, 0.296], [-9.617, -2.107, -8.050], [-8.675, -1.411, -7.394], [-7.990, -2.012, -6.353], [-7.012, -1.293, -5.677], [-6.740, 0.022, -6.044], [-7.440, 0.615, -7.089], [-8.410, -0.107, -7.772], [-8.222, -3.034, -6.078], [-6.462, -1.755, -4.865], [-5.979, 0.585, -5.513], [-7.231, 1.640, -7.371], [-8.960, 0.335, -8.593], [6.414, -4.747, -2.560], [6.545, -4.399, -1.266], [7.807, -4.251, -0.722], [7.932, -3.883, 0.612], [6.794, -3.676, 1.386], [5.532, -3.834, 0.825], [5.406, -4.193, -0.510], [8.680, -4.422, -1.339], [8.915, -3.756, 1.048], [6.892, -3.392, 2.427], [4.645, -3.677, 1.428], [4.431, -4.311, -0.966], [8.572, 3.308, 8.434], [7.610, 2.952, 9.308], [7.187, 1.636, 9.350], [6.198, 1.269, 10.254], [5.638, 2.223, 11.095], [6.069, 3.543, 11.038], [7.065, 3.910, 10.143], [7.630, 0.909, 8.681], [5.865, 0.239, 10.302], [4.864, 1.936, 11.797], [5.629, 4.287, 11.692], [7.420, 4.932, 10.091], [-8.142, -1.223, 0.074], [-8.556, -2.438, 0.480], [-9.050, -3.331, -0.453], [-9.473, -4.587, -0.035], [-9.405, -4.929, 1.310], [-8.910, -4.020, 2.238], [-8.477, -2.768, 1.820], [-9.103, -3.043, -1.496], [-9.855, -5.297, -0.758], [-9.738, -5.907, 1.636], [-8.861, -4.286, 3.287], [-8.081, -2.050, 2.527], [5.875, -3.323, 5.190], [4.613, -2.863, 5.148], [4.330, -1.611, 5.663], [3.026, -1.134, 5.615], [2.019, -1.918, 5.061], [2.316, -3.177, 4.551], [3.622, -3.651, 4.590], [5.125, -1.018, 6.098], [2.794, -0.151, 6.009], [1.001, -1.547, 5.027], [1.531, -3.790, 4.123], [3.873, -4.625, 4.189]], "max_force_ev_per_a": 4.3, "total_charge": 1, "orbital_gap_ha": 0.28030, "molar_mass_da": 1252.38, "energy_ha": -4289.5112, "multiplicity": 1}